# 1
Entry from the Open Molecules 2025 dataset: a cluster of 9 separate species, C25H67NO26S8 in total in a non-equilibrium geometry (ωB97M-V/def2-TZVPD).

CARTESIAN COORDINATES (ANGSTROEM)
C  2.81  1.07  -8.43
C  1.92  0.19  -7.67
O  1.05  0.97  -6.86
S  0.40  0.23  -5.54
C  1.79  0.47  -4.41
O  -0.77  0.93  -5.05
O  0.36  -1.20  -5.85
H  2.38  2.00  -8.81
H  3.10  0.49  -9.30
H  3.65  1.38  -7.80
H  1.24  -0.33  -8.35
H  2.52  -0.54  -7.13
H  1.44  -0.04  -3.51
H  1.95  1.52  -4.21
H  2.71  0.00  -4.76
C  -1.00  6.97  0.30
C  -0.87  6.21  -1.09
O  -0.80  4.85  -0.76
S  -1.26  3.76  -1.96
C  0.10  4.00  -3.09
O  -1.23  2.37  -1.50
O  -2.52  4.27  -2.54
H  -1.98  6.82  0.75
H  -0.81  8.04  0.34
H  -0.37  6.57  1.09
H  -1.80  6.46  -1.61
H  -0.01  6.42  -1.72
H  1.01  3.90  -2.50
H  -0.10  4.98  -3.52
H  -0.01  3.14  -3.76
C  -4.74  -0.02  0.42
C  -4.61  1.04  -0.79
O  -4.62  0.31  -2.05
S  -5.57  0.77  -3.32
C  -4.78  2.35  -3.79
O  -5.37  -0.09  -4.45
O  -6.90  1.10  -2.79
H  -5.65  -0.62  0.37
H  -4.63  0.55  1.35
H  -3.93  -0.74  0.31
H  -5.42  1.77  -0.74
H  -3.68  1.61  -0.69
H  -5.04  2.69  -4.79
H  -3.71  2.48  -3.61
H  -5.21  3.06  -3.08
C  4.13  -3.64  -0.47
C  3.16  -3.21  -1.59
O  3.28  -4.26  -2.55
S  2.68  -4.03  -4.15
C  0.88  -3.69  -3.74
O  3.26  -2.86  -4.73
O  2.70  -5.34  -4.83
H  4.13  -2.90  0.33
H  5.14  -3.68  -0.87
H  3.84  -4.62  -0.10
H  2.13  -3.11  -1.25
H  3.62  -2.34  -2.05
H  0.33  -3.66  -4.68
H  0.90  -2.79  -3.12
H  0.47  -4.49  -3.14
C  -0.85  -4.91  -0.33
C  -1.74  -3.78  -0.12
O  -1.75  -2.95  -1.24
S  -3.02  -3.08  -2.34
C  -2.54  -1.81  -3.55
O  -2.91  -4.33  -3.05
O  -4.24  -2.72  -1.66
H  -1.06  -5.53  -1.21
H  -0.86  -5.61  0.51
H  0.14  -4.49  -0.50
H  -2.70  -4.19  0.20
H  -1.47  -3.19  0.75
H  -1.70  -2.19  -4.13
H  -2.46  -0.88  -2.99
H  -3.41  -1.66  -4.20
C  2.76  0.96  3.59
C  3.41  1.53  4.85
O  2.62  1.16  5.98
S  3.06  1.58  7.53
C  2.88  3.45  7.29
O  2.06  1.04  8.46
O  4.47  1.28  7.80
H  3.37  1.20  2.72
H  1.80  1.42  3.40
H  2.60  -0.12  3.60
H  4.45  1.19  4.92
H  3.41  2.62  4.81
H  3.74  3.70  6.67
H  2.94  3.92  8.27
H  1.88  3.64  6.89
C  -2.35  2.60  1.82
C  -1.83  3.82  2.57
O  -2.80  4.89  2.35
S  -2.81  6.22  3.42
C  -3.73  5.55  4.89
O  -1.47  6.35  4.00
O  -3.58  7.30  2.77
H  -2.20  2.62  0.74
H  -3.43  2.52  1.94
H  -1.91  1.73  2.31
H  -1.70  3.69  3.65
H  -0.86  4.17  2.20
H  -3.27  4.59  5.13
H  -4.77  5.37  4.61
H  -3.68  6.30  5.67
C  3.76  -6.36  6.92
C  3.02  -6.88  5.74
O  2.91  -5.87  4.78
S  1.85  -6.05  3.56
C  2.49  -4.56  2.57
O  2.13  -7.30  2.90
O  0.51  -5.85  4.05
H  4.80  -6.09  6.74
H  3.71  -7.07  7.75
H  3.19  -5.51  7.31
H  3.64  -7.66  5.30
H  2.00  -7.25  5.83
H  3.48  -4.81  2.20
H  2.50  -3.60  3.10
H  1.90  -4.37  1.67
C  -0.03  0.00  0.70
N  0.65  -1.08  -0.12
O  0.86  -0.92  -1.28
O  1.04  -2.07  0.46
H  0.45  -0.10  1.68
H  -1.10  -0.13  0.81
H  0.10  0.95  0.17

The SMILES is CCOS(C)(=O)=O.CCOS(C)(=O)=O.CCOS(C)(=O)=O.CCOS(C)(=O)=O.CCOS(C)(=O)=O.CCOS(C)(=O)=O.CCOS(C)(=O)=O.CCOS(C)(=O)=O.C[N+](=O)[O-]. Its energy relative to the best compared isomer or geometry (same formula, charge and spin) is 41.6 kcal per mole. The charge is 0.

Atomic partial charges in e from the Löwdin method, atoms 1 to 99:
1. C -0.075
2. C -0.307
3. O -0.261
4. S 0.650
5. C -0.095
6. O -0.276
7. O -0.303
8. H 0.086
9. H 0.091
10. H 0.084
11. H 0.127
12. H 0.120
13. H 0.044
14. H 0.061
15. H 0.069
16. C -0.037
17. C -0.257
18. O -0.280
19. S 0.689
20. C -0.100
21. O -0.304
22. O -0.300
23. H 0.044
24. H 0.081
25. H 0.066
26. H 0.113
27. H 0.110
28. H 0.084
29. H 0.076
30. H 0.051
31. C -0.028
32. C -0.204
33. O -0.296
34. S 0.656
35. C -0.111
36. O -0.277
37. O -0.299
38. H 0.080
39. H 0.054
40. H 0.051
41. H 0.111
42. H 0.079
43. H 0.074
44. H 0.040
45. H 0.057
46. C -0.060
47. C -0.289
48. O -0.280
49. S 0.707
50. C -0.093
51. O -0.304
52. O -0.301
53. H 0.074
54. H 0.083
55. H 0.071
56. H 0.068
57. H 0.116
58. H 0.066
59. H 0.036
60. H 0.063
61. C -0.074
62. C -0.343
63. O -0.272
64. S 0.659
65. C -0.087
66. O -0.289
67. O -0.276
68. H 0.087
69. H 0.094
70. H 0.062
71. H 0.126
72. H 0.116
73. H 0.051
74. H 0.061
75. H 0.062
76. C -0.068
77. C -0.276
78. O -0.284
79. S 0.695
80. C -0.090
81. O -0.301
82. O -0.310
83. H 0.082
84. H 0.065
85. H 0.077
86. H 0.124
87. H 0.104
88. H 0.054
89. H 0.065
90. H 0.068
91. C -0.052
92. C -0.248
93. O -0.290
94. S 0.702
95. C -0.097
96. O -0.325
97. O -0.296
98. H 0.045
99. H 0.077

# 2
Entry from the Open Molecules 2025 dataset: a structure of composition C25H68F3N4O11PbS in a non-equilibrium geometry (ωB97M-V/def2-TZVPD).

CARTESIAN COORDINATES (ANGSTROEM)
Pb  2.05  -2.72  -1.82
C  -0.38  0.85  0.83
F  0.81  1.48  0.97
F  -0.49  -0.08  1.80
F  -1.34  1.74  0.92
S  -0.56  -0.06  -0.87
O  -0.80  1.04  -1.83
O  0.66  -0.85  -1.16
O  -1.72  -0.95  -0.73
C  0.51  -0.40  -4.58
C  0.67  -1.91  -4.87
C  2.06  -2.37  -5.31
O  2.90  -2.06  -4.23
C  4.10  -1.40  -4.66
N  0.24  -2.61  -3.67
H  -0.45  -0.15  -4.12
H  0.69  0.19  -5.48
H  1.28  -0.06  -3.90
H  -0.06  -2.12  -5.66
H  2.33  -1.88  -6.25
H  2.03  -3.45  -5.43
H  4.79  -1.26  -3.82
H  3.89  -0.41  -5.06
H  4.61  -1.93  -5.47
H  0.03  -3.56  -3.94
H  -0.68  -2.25  -3.50
C  4.42  1.89  -3.32
C  3.08  2.54  -3.81
C  2.14  3.06  -2.64
O  2.87  3.88  -1.74
C  2.06  4.50  -0.73
N  3.49  3.56  -4.68
H  5.10  1.47  -4.06
H  4.16  0.98  -2.78
H  4.99  2.50  -2.61
H  2.54  1.77  -4.36
H  1.71  2.18  -2.15
H  1.30  3.61  -3.05
H  2.63  4.99  0.06
H  1.39  3.81  -0.21
H  1.35  5.25  -1.08
H  3.96  4.25  -4.11
H  2.65  4.01  -5.01
C  0.75  1.06  8.07
C  1.60  0.32  7.07
C  2.26  1.23  6.03
O  1.40  2.15  5.33
C  0.60  1.50  4.40
N  2.56  -0.47  7.73
H  1.34  1.84  8.56
H  0.51  0.35  8.87
H  -0.13  1.48  7.58
H  0.85  -0.33  6.62
H  2.73  0.64  5.24
H  3.05  1.86  6.45
H  -0.11  0.76  4.75
H  1.18  1.10  3.57
H  -0.16  2.18  4.01
H  3.19  0.11  8.27
H  2.08  -0.95  8.48
C  -0.03  -3.22  1.58
C  1.42  -2.78  1.84
C  1.99  -3.40  3.13
O  2.04  -4.83  2.94
C  2.95  -5.60  3.76
N  2.22  -3.26  0.75
H  -0.13  -4.31  1.50
H  -0.50  -2.80  0.69
H  -0.73  -2.82  2.31
H  1.48  -1.70  1.97
H  1.38  -3.13  4.00
H  2.95  -2.91  3.26
H  3.96  -5.73  3.36
H  2.58  -6.63  3.75
H  2.98  -5.27  4.80
H  2.34  -4.23  1.03
H  3.15  -2.93  0.96
C  -5.26  -1.52  0.00
C  -4.29  -2.44  0.75
O  -3.22  -2.93  -0.07
H  -6.17  -1.34  0.57
H  -5.54  -2.04  -0.92
H  -4.74  -0.62  -0.32
H  -4.91  -3.29  1.03
H  -3.88  -2.03  1.68
H  -2.62  -2.21  -0.26
C  -3.81  1.62  3.42
C  -5.30  1.68  3.79
O  -5.76  3.02  4.10
H  -3.48  0.72  2.91
H  -3.17  1.74  4.30
H  -3.51  2.41  2.73
H  -5.58  0.96  4.56
H  -5.87  1.45  2.90
H  -5.36  3.27  4.94
C  -3.82  -0.59  -4.46
C  -3.68  -1.93  -3.76
O  -2.36  -2.03  -3.16
H  -3.01  -0.43  -5.17
H  -3.84  0.20  -3.71
H  -4.70  -0.57  -5.11
H  -3.82  -2.74  -4.48
H  -4.44  -2.11  -3.00
H  -2.44  -1.74  -2.25
C  -1.44  4.91  -2.38
C  -2.30  3.88  -3.14
O  -1.55  2.88  -3.80
H  -0.81  5.47  -3.07
H  -0.69  4.47  -1.71
H  -2.09  5.61  -1.86
H  -2.88  4.38  -3.92
H  -3.00  3.38  -2.48
H  -1.44  2.15  -3.19

The charge is +1.

Atomic partial charges in e from the Löwdin method, atoms 1 to 99:
1. Pb 1.679
2. C -0.595
3. F 0.127
4. F 0.114
5. F 0.171
6. S 0.616
7. O -0.293
8. O -0.509
9. O -0.327
10. C -0.023
11. C -0.389
12. C -0.185
13. O -0.390
14. C -0.066
15. N -0.026
16. H 0.071
17. H 0.100
18. H 0.060
19. H 0.154
20. H 0.145
21. H 0.134
22. H 0.093
23. H 0.091
24. H 0.104
25. H 0.101
26. H 0.034
27. C -0.060
28. C -0.423
29. C -0.170
30. O -0.174
31. C -0.087
32. N 0.036
33. H 0.068
34. H 0.047
35. H 0.079
36. H 0.106
37. H 0.100
38. H 0.111
39. H 0.090
40. H 0.066
41. H 0.074
42. H 0.083
43. H 0.080
44. C -0.059
45. C -0.503
46. C -0.163
47. O -0.166
48. C -0.151
49. N 0.034
50. H 0.088
51. H 0.078
52. H 0.081
53. H 0.128
54. H 0.113
55. H 0.132
56. H 0.082
57. H 0.071
58. H 0.089
59. H 0.080
60. H 0.073
61. C -0.036
62. C -0.417
63. C -0.158
64. O -0.209
65. C -0.066
66. N -0.082
67. H 0.094
68. H 0.044
69. H 0.091
70. H 0.134
71. H 0.135
72. H 0.126
73. H 0.083
74. H 0.088
75. H 0.093
76. H 0.080
77. H 0.083
78. C -0.077
79. C -0.287
80. O -0.106
81. H 0.077
82. H 0.062
83. H 0.066
84. H 0.107
85. H 0.101
86. H -0.026
87. C -0.092
88. C -0.289
89. O -0.081
90. H 0.053
91. H 0.062
92. H 0.069
93. H 0.107
94. H 0.104
95. H 0.074
96. C -0.067
97. C -0.245
98. O -0.121
99. H 0.071

# 3
Entry from the Open Molecules 2025 dataset: a structure of composition C25H71BF4N13O13Zn in a non-equilibrium geometry (ωB97M-V/def2-TZVPD).

CARTESIAN COORDINATES (ANGSTROEM)
Zn  3.69  1.28  -2.51
B  1.14  -0.28  -0.70
F  1.04  0.24  0.58
F  -0.13  -0.17  -1.33
F  2.09  0.45  -1.47
F  1.53  -1.63  -0.71
C  3.82  2.76  0.33
O  4.07  2.42  -0.84
N  2.61  3.18  0.73
N  4.79  2.79  1.28
H  2.48  3.47  1.69
H  1.90  3.32  0.02
H  4.77  3.40  2.08
H  5.73  2.62  0.96
C  -1.78  -3.22  -2.61
O  -2.58  -3.96  -3.15
N  -0.98  -3.62  -1.57
N  -1.68  -1.90  -3.00
H  -1.09  -4.53  -1.17
H  -0.49  -2.93  -1.03
H  -1.14  -1.21  -2.49
H  -2.28  -1.66  -3.76
C  1.93  3.14  -4.48
O  2.53  2.43  -3.69
N  1.98  2.86  -5.84
N  1.23  4.26  -4.15
H  1.37  3.22  -6.54
H  2.61  2.11  -6.05
H  0.76  4.75  -4.88
H  0.99  4.37  -3.16
C  3.00  -1.48  -4.22
O  3.27  -0.33  -3.82
N  2.44  -2.44  -3.44
N  3.39  -1.89  -5.48
H  2.00  -2.23  -2.55
H  2.52  -3.38  -3.75
H  3.74  -1.17  -6.09
H  3.11  -2.79  -5.81
C  -0.59  3.28  0.10
O  0.26  3.61  -0.74
N  -1.34  4.23  0.78
N  -0.85  1.98  0.43
H  -1.22  5.19  0.54
H  -2.04  3.94  1.43
H  -0.17  1.29  0.14
H  -1.54  1.73  1.12
C  4.49  5.79  -2.50
O  4.69  4.43  -2.70
C  5.98  4.13  -3.15
C  6.33  2.67  -2.94
N  5.44  1.74  -3.66
C  6.06  0.40  -3.79
C  6.09  -0.35  -2.45
O  4.95  -0.16  -1.63
C  4.82  -1.20  -0.64
H  5.32  6.27  -1.98
H  3.61  5.91  -1.85
H  4.14  6.40  -3.35
H  6.74  4.72  -2.63
H  6.07  4.41  -4.22
H  6.43  2.46  -1.87
H  7.37  2.57  -3.29
H  5.43  2.12  -4.60
H  7.11  0.42  -4.12
H  5.53  -0.15  -4.56
H  7.01  -0.07  -1.91
H  6.24  -1.41  -2.71
H  4.22  -0.73  0.14
H  5.81  -1.46  -0.28
H  4.27  -2.06  -1.01
C  -3.00  -0.60  0.77
O  -4.04  -1.55  0.76
C  -4.64  -1.81  -0.48
C  -6.04  -2.32  -0.19
N  -6.79  -1.35  0.55
C  -8.02  -1.84  1.15
C  -8.47  -0.85  2.22
O  -7.76  -1.05  3.41
C  -8.08  -0.11  4.41
H  -3.29  0.24  0.14
H  -2.11  -1.06  0.32
H  -2.79  -0.27  1.79
H  -4.16  -2.68  -0.96
H  -4.66  -0.94  -1.14
H  -5.92  -3.26  0.36
H  -6.47  -2.57  -1.16
H  -6.19  -0.89  1.22
H  -7.88  -2.83  1.61
H  -8.83  -1.84  0.41
H  -9.55  -1.01  2.36
H  -8.41  0.17  1.82
H  -8.96  -0.40  4.99
H  -8.16  0.92  4.05
H  -7.24  -0.11  5.12
C  -3.82  -1.90  4.48
O  -3.74  -3.24  4.89
C  -3.96  -4.16  3.83
C  -3.02  -4.11  2.65
N  -1.73  -4.64  3.09
C  -0.65  -4.64  2.12
C  -0.14  -3.21  1.84
O  0.40  -2.75  3.05
C  -0.03  -1.44  3.40
H  -3.31  -1.71  3.54
H  -3.32  -1.29  5.24
H  -4.86  -1.55  4.38
H  -5.00  -4.09  3.47
H  -3.98  -5.15  4.29
H  -2.85  -3.13  2.19
H  -3.49  -4.75  1.89
H  -1.41  -4.07  3.87
H  -0.95  -5.22  1.24
H  0.23  -5.13  2.54
H  -0.95  -2.59  1.45
H  0.64  -3.28  1.07
H  0.60  -1.05  4.20
H  -1.00  -1.53  3.89
H  -0.03  -0.72  2.57
C  1.38  2.02  3.59
C  0.57  1.62  4.79
O  -0.80  1.30  4.55
O  1.02  3.32  3.15
H  1.37  1.25  2.81
H  2.41  2.01  3.97
H  0.72  2.42  5.54
H  1.00  0.79  5.38
H  -1.13  0.97  5.39
H  0.20  3.33  2.66

The charge is +1.

Atomic partial charges in e from the Löwdin method, atoms 1 to 99:
1. Zn 0.704
2. B -1.218
3. F 0.140
4. F 0.097
5. F 0.114
6. F 0.108
7. C -0.576
8. O -0.015
9. N 0.227
10. N 0.180
11. H 0.085
12. H 0.068
13. H 0.109
14. H 0.105
15. C -0.691
16. O 0.020
17. N 0.176
18. N 0.163
19. H 0.093
20. H 0.054
21. H 0.057
22. H 0.100
23. C -0.575
24. O 0.007
25. N 0.177
26. N 0.203
27. H 0.103
28. H 0.100
29. H 0.107
30. H 0.110
31. C -0.562
32. O -0.020
33. N 0.216
34. N 0.179
35. H 0.086
36. H 0.112
37. H 0.103
38. H 0.107
39. C -0.614
40. O -0.022
41. N 0.163
42. N 0.206
43. H 0.107
44. H 0.100
45. H 0.054
46. H 0.095
47. C -0.113
48. O -0.195
49. C -0.214
50. C -0.178
51. N -0.044
52. C -0.169
53. C -0.188
54. O -0.255
55. C -0.011
56. H 0.093
57. H 0.092
58. H 0.093
59. H 0.130
60. H 0.136
61. H 0.117
62. H 0.132
63. H 0.138
64. H 0.132
65. H 0.098
66. H 0.132
67. H 0.139
68. H 0.103
69. H 0.102
70. H 0.095
71. C -0.110
72. O -0.215
73. C -0.211
74. C -0.228
75. N -0.063
76. C -0.199
77. C -0.253
78. O -0.187
79. C -0.115
80. H 0.090
81. H 0.072
82. H 0.079
83. H 0.119
84. H 0.127
85. H 0.119
86. H 0.126
87. H 0.103
88. H 0.123
89. H 0.120
90. H 0.124
91. H 0.125
92. H 0.090
93. H 0.088
94. H 0.080
95. C -0.114
96. O -0.164
97. C -0.213
98. C -0.200
99. N -0.052

| no. | E_LUMO (eV) | HOMO (eV) |
| --- | --- | --- |
| 1 | -0.59 | -10.758 |
| 2 | -4.85 | -11.103 |
| 3 | -2.37 | -9.580 |